1.
Entry from OMol25: an isolated molecule of C5H8O (wB97M-V/def2-TZVPD).

Computed properties:
* energy relative to the best compared isomer or geometry (same formula, charge and spin): 2.524 eV
* electronic energy: -270.46513 a.u.

Structure (ORCA input):
```
! RIJCOSX wB97M-V def2-TZVPD def2/J DEFGRID3
* xyz 0 1
C -1.55 -0.13 -0.60
C -0.55 0.24 0.47
C 0.13 1.59 0.46
C 0.84 0.33 0.07
C 1.69 -0.63 -0.24
O 1.22 -1.95 -0.23
H -1.15 0.10 -1.60
H -1.74 -1.21 -0.57
H -2.49 0.41 -0.46
H -0.66 -0.26 1.44
H -0.20 2.33 -0.27
H 0.35 2.05 1.43
H 2.72 -0.55 -0.56
H 1.38 -2.31 0.66
*
```

2.
Entry from OMol25: a cluster of 2 separate species, C5H10O in total (wB97M-V/def2-TZVPD).

Computed properties:
* energy relative to the best compared isomer or geometry (same formula, charge and spin): 4.706 eV
* electronic energy: -271.57967 a.u.

Structure (ORCA input):
```
! RIJCOSX wB97M-V def2-TZVPD def2/J DEFGRID3
* xyz 0 1
C -1.22 -1.17 -0.26
C -0.32 0.06 -0.16
C -1.13 1.34 0.02
C 0.93 -0.11 0.73
C 1.75 -0.14 -0.48
O 0.62 0.26 -1.30
H -1.96 -1.10 -1.05
H -1.76 -1.27 0.70
H -0.63 -2.08 -0.39
H -1.91 1.42 -0.75
H -0.48 2.21 -0.08
H -1.62 1.38 1.00
H 1.28 -0.90 1.40
H 1.11 0.85 1.23
H 2.35 -0.83 -1.05
H 2.99 0.09 0.44
*
```

3.
Entry from OMol25: a structure of composition C3H2O3Sc (wB97M-V/def2-TZVPD).

Computed properties:
* energy relative to the best compared isomer or geometry (same formula, charge and spin): 1.168 eV
* electronic energy: -1101.14022 a.u.

Structure (ORCA input):
```
! RIJCOSX wB97M-V def2-TZVPD def2/J DEFGRID3
* xyz 2 2
O 0.87 0.45 -0.62
C 1.17 0.92 0.59
C 0.89 1.21 1.73
O -0.76 -0.82 0.21
C -0.17 -0.37 -0.76
O -0.60 -0.47 -1.97
Sc -2.21 -2.40 0.67
H 0.85 1.50 2.76
H -0.04 -0.01 -2.62
*
```

4.
Entry from OMol25: a cluster of 12 separate species, C45H71NO19 in total (wB97M-V/def2-TZVPD).

Computed properties:
* electronic energy: -3241.56650 a.u.

Structure (ORCA input):
```
! RIJCOSX wB97M-V def2-TZVPD def2/J DEFGRID3
* xyz 0 1
C -0.51 2.69 3.43
C -1.54 3.17 2.63
C -2.55 2.25 2.72
N -2.26 1.17 3.50
C -0.95 1.47 3.90
H 0.44 3.16 3.60
H -1.53 4.11 2.10
H -3.54 2.31 2.28
H -2.80 0.35 3.71
H -0.56 0.66 4.50
O 4.48 0.36 -0.03
C 5.46 0.81 -0.63
C 6.29 0.07 -1.58
C 7.23 1.10 -2.18
C 7.09 2.31 -1.26
O 5.92 2.10 -0.52
H 6.75 -0.84 -1.17
H 5.64 -0.27 -2.39
H 8.27 0.76 -2.24
H 6.87 1.24 -3.20
H 7.84 2.41 -0.47
H 6.97 3.23 -1.83
O 2.19 -4.02 0.86
C 3.04 -3.55 0.11
C 2.87 -2.92 -1.29
C 4.29 -3.04 -1.77
C 5.19 -3.01 -0.57
O 4.38 -3.64 0.39
H 2.16 -3.54 -1.84
H 2.59 -1.87 -1.28
H 4.45 -3.96 -2.33
H 4.63 -2.31 -2.51
H 6.07 -3.59 -0.86
H 5.43 -1.99 -0.25
O 2.04 3.08 -4.88
C 1.94 2.00 -4.29
C 1.43 0.66 -4.77
C 1.50 -0.20 -3.53
C 2.53 0.46 -2.64
O 2.42 1.86 -3.04
H 0.41 0.73 -5.15
H 1.98 0.24 -5.62
H 0.50 -0.25 -3.12
H 1.75 -1.26 -3.62
H 2.28 0.32 -1.59
H 3.58 0.24 -2.81
O -5.60 1.73 0.93
C -5.55 0.53 0.59
C -4.35 -0.31 0.80
C -4.86 -1.71 0.47
C -6.20 -1.54 -0.24
O -6.53 -0.13 0.06
H -3.59 -0.02 0.09
H -3.98 -0.11 1.81
H -4.13 -2.31 -0.07
H -4.91 -2.21 1.43
H -6.19 -1.89 -1.27
H -6.87 -2.20 0.31
O -2.47 1.83 -6.01
C -2.83 1.45 -4.88
C -4.09 1.83 -4.07
C -4.22 0.61 -3.13
C -2.86 -0.06 -3.11
O -2.11 0.57 -4.17
H -3.93 2.81 -3.62
H -4.89 1.87 -4.80
H -4.57 0.97 -2.17
H -5.03 -0.01 -3.50
H -2.42 0.15 -2.14
H -2.90 -1.12 -3.38
O 2.47 6.41 -1.25
C 2.47 5.41 -0.55
C 3.49 4.28 -0.48
C 3.13 3.76 0.85
C 1.67 4.15 1.10
O 1.43 5.24 0.27
H 3.25 3.63 -1.32
H 4.54 4.55 -0.45
H 3.29 2.69 1.01
H 3.73 4.32 1.57
H 1.10 3.23 0.97
H 1.38 4.55 2.07
O -2.17 -1.65 4.07
C -2.73 -2.71 4.15
C -3.86 -3.08 5.09
C -4.65 -4.11 4.34
C -3.61 -4.71 3.44
O -2.61 -3.69 3.24
H -3.36 -3.60 5.91
H -4.31 -2.19 5.52
H -5.07 -4.83 5.04
H -5.35 -3.64 3.65
H -3.18 -5.56 3.98
H -4.08 -4.99 2.50
O -1.20 5.90 -2.91
C -1.10 4.89 -2.26
C -1.85 4.54 -1.05
C -1.75 3.10 -1.03
C -0.47 2.78 -1.74
O -0.34 3.84 -2.66
H -1.46 5.14 -0.23
H -2.86 4.91 -1.21
H -1.73 2.74 0.00
H -2.58 2.58 -1.51
H 0.39 2.83 -1.07
H -0.49 1.79 -2.18
C -0.44 -1.50 1.56
C -0.04 -0.32 0.69
C 1.35 0.28 0.86
O -0.89 0.13 -0.07
H -0.05 -2.46 1.22
H -1.53 -1.57 1.63
H -0.06 -1.26 2.55
H 1.53 0.73 1.84
H 1.48 1.07 0.12
H 2.23 -0.35 0.69
C 0.80 -1.73 6.78
C 2.06 -1.80 5.91
C 2.44 -0.60 5.10
O 2.80 -2.76 5.86
H 0.49 -0.72 7.04
H 1.02 -2.35 7.65
H 0.02 -2.29 6.27
H 2.59 0.25 5.77
H 1.62 -0.45 4.40
H 3.31 -0.67 4.44
C -2.35 -4.87 -3.38
C -1.41 -3.78 -2.86
C -1.87 -3.23 -1.53
O -0.55 -3.27 -3.57
H -3.02 -4.48 -4.15
H -2.94 -5.39 -2.63
H -1.78 -5.60 -3.95
H -2.03 -2.16 -1.54
H -1.11 -3.49 -0.78
H -2.78 -3.70 -1.14
*
```

5.
Entry from OMol25: the ion C13H10BCl4O2 with charge -1 (wB97M-V/def2-TZVPD).

Computed properties:
* energy relative to the best compared isomer or geometry (same formula, charge and spin): 0.000 eV
* electronic energy: -2517.74885 a.u.

Structure (ORCA input):
```
! RIJCOSX wB97M-V def2-TZVPD def2/J DEFGRID3
* xyz -1 1
Cl -4.48 -2.21 0.44
B -2.92 -1.73 1.34
Cl -3.49 -0.52 2.76
Cl -2.08 -3.22 2.13
O -1.95 -1.10 0.46
C -1.19 -0.05 0.93
C -0.99 1.00 -0.15
C -0.05 2.01 0.06
C 0.01 3.07 -0.84
C -0.82 3.08 -1.96
C -1.73 2.05 -2.19
C -1.85 1.02 -1.25
H -1.72 0.43 1.77
H 0.61 1.95 0.93
H 0.71 3.89 -0.65
H -0.74 3.90 -2.68
H -2.37 2.04 -3.07
H -2.58 0.22 -1.36
Cl 4.87 -2.42 -1.02
C 3.45 -1.77 -0.31
C 3.48 -1.31 1.02
C 2.30 -0.89 1.61
C 1.10 -0.90 0.88
O -0.02 -0.47 1.59
C 1.07 -1.28 -0.46
C 2.26 -1.73 -1.05
H 4.42 -1.30 1.57
H 2.29 -0.53 2.64
H 0.14 -1.21 -1.04
H 2.27 -2.00 -2.10
*
```

6.
Entry from OMol25: a structure of composition C5H11NO2 (wB97M-V/def2-TZVPD).

Computed properties:
* energy relative to the best compared isomer or geometry (same formula, charge and spin): 4.164 eV
* electronic energy: -402.22513 a.u.

Structure (ORCA input):
```
! RIJCOSX wB97M-V def2-TZVPD def2/J DEFGRID3
* xyz 0 1
C 0.02 0.17 0.30
C 0.33 -1.77 -1.32
C -0.79 -0.35 -0.75
C 1.24 0.99 -0.05
C -1.42 1.39 0.91
O 0.23 -0.69 1.37
O 0.04 -2.88 -0.52
N -1.26 2.57 1.39
H 0.68 -0.21 2.08
H 0.24 -2.65 0.40
H -0.33 2.96 1.20
H -0.01 -1.96 -2.34
H 1.39 -1.53 -1.33
H -1.67 -0.91 -0.44
H -0.92 0.31 -1.60
H -2.42 0.95 1.08
H 1.14 1.45 -1.04
H 1.39 1.79 0.68
H 2.15 0.38 -0.03
*
```

7.
Entry from OMol25: a structure of composition C3H12NS (wB97M-V/def2-TZVPD).

Computed properties:
* energy relative to the best compared isomer or geometry (same formula, charge and spin): 0.072 eV
* electronic energy: -574.19028 a.u.

Structure (ORCA input):
```
! RIJCOSX wB97M-V def2-TZVPD def2/J DEFGRID3
* xyz 1 1
N 1.02 -0.73 1.89
H 1.86 -0.25 1.59
H 0.10 -0.34 1.17
H 1.17 -1.74 1.86
H 0.73 -0.43 2.81
C -0.16 -1.50 -1.62
C -0.30 0.01 -1.43
S -1.17 0.31 0.16
C -0.75 2.07 0.49
H 0.24 -1.67 -2.62
H -1.10 -2.04 -1.48
H 0.56 -1.89 -0.90
H -0.88 0.50 -2.20
H 0.68 0.49 -1.36
H 0.33 2.18 0.43
H -1.22 2.67 -0.28
H -1.12 2.35 1.47
*
```

8.
Entry from OMol25: a cluster of 2 separate species, C3H11NO2 in total (wB97M-V/def2-TZVPD).

Computed properties:
* energy relative to the best compared isomer or geometry (same formula, charge and spin): 1.831 eV
* electronic energy: -326.06420 a.u.

Structure (ORCA input):
```
! RIJCOSX wB97M-V def2-TZVPD def2/J DEFGRID3
* xyz 0 1
C -1.04 0.44 1.13
C 0.30 0.32 0.25
O -0.13 0.30 -1.11
C 0.74 -1.10 0.73
N 2.20 -1.21 0.48
H -1.44 1.40 1.36
H -1.87 -0.07 0.57
H -0.82 0.02 2.10
H 1.05 1.13 0.26
H 0.45 0.90 -1.79
H 0.70 -1.06 1.81
H 0.18 -1.86 0.26
H 2.56 -1.27 -0.45
H 2.85 -1.69 1.13
O -2.04 1.44 -2.47
H -2.22 0.53 -2.41
H -1.47 1.76 -1.86
*
```

- Which formula does entry 3 have?
  C3H2O3Sc

Copy entry 8 word for word.
Entry from OMol25: a cluster of 2 separate species, C3H11NO2 in total (wB97M-V/def2-TZVPD).

Computed properties:
* energy relative to the best compared isomer or geometry (same formula, charge and spin): 1.831 eV
* electronic energy: -326.06420 a.u.

Structure (ORCA input):
```
! RIJCOSX wB97M-V def2-TZVPD def2/J DEFGRID3
* xyz 0 1
C -1.04 0.44 1.13
C 0.30 0.32 0.25
O -0.13 0.30 -1.11
C 0.74 -1.10 0.73
N 2.20 -1.21 0.48
H -1.44 1.40 1.36
H -1.87 -0.07 0.57
H -0.82 0.02 2.10
H 1.05 1.13 0.26
H 0.45 0.90 -1.79
H 0.70 -1.06 1.81
H 0.18 -1.86 0.26
H 2.56 -1.27 -0.45
H 2.85 -1.69 1.13
O -2.04 1.44 -2.47
H -2.22 0.53 -2.41
H -1.47 1.76 -1.86
*
```

- Among the records above, which one has the lowest electronic energy?
  C45H71NO19

- Look up the electronic energy of the seventh one.
  -574.19028 a.u.